Record 1
One molecule with the formula C24H28N2O4, computed with ωB97M-V/def2-TZVPD.

XYZ file:
```
58
Properties=species:S:1:pos:R:3:lowdin_charge:R:1
C 4.758 4.239 1.862 -0.04
C 3.834 3.061 1.813 -0.23
C 3.666 2.216 2.904 -0.03
C 2.806 1.131 2.873 0.00
C 2.073 0.863 1.725 -0.17
O 1.206 -0.198 1.542 0.06
C 0.601 -0.889 2.535 -0.25
N 0.764 -0.590 3.803 0.13
C 0.106 -1.298 4.715 -0.14
C -0.745 -2.334 4.395 -0.06
C -0.927 -2.663 3.056 0.01
C -0.248 -1.937 2.094 -0.12
N -0.335 -2.145 0.719 0.14
C -1.198 -2.947 0.033 -0.45
O -1.985 -3.700 0.562 0.08
C -1.073 -2.809 -1.475 -0.04
C -2.106 -1.826 -2.074 -0.40
C -1.969 -1.936 -3.612 -0.04
C -2.849 -0.956 -4.341 -0.54
O -4.013 -1.106 -4.596 0.11
O -2.177 0.148 -4.701 0.10
C -3.542 -2.172 -1.621 -0.12
C -3.953 -1.051 -0.667 -0.16
C -3.250 0.171 -1.248 -0.16
C -1.867 -0.373 -1.604 -0.12
C 2.244 1.684 0.617 -0.11
C 3.110 2.766 0.666 -0.15
C 3.091 3.510 -0.637 -0.12
C 2.406 2.530 -1.604 -0.16
C 1.569 1.593 -0.720 -0.12
H 5.546 4.136 1.116 0.08
H 5.218 4.329 2.842 0.07
H 4.214 5.157 1.644 0.08
H 4.223 2.409 3.810 0.11
H 2.693 0.502 3.739 0.09
H 0.287 -0.999 5.737 0.11
H -1.262 -2.882 5.166 0.10
H -1.587 -3.460 2.757 0.11
H 0.298 -1.556 0.193 0.13
H -1.252 -3.797 -1.902 0.13
H -0.065 -2.488 -1.745 0.13
H -2.258 -2.942 -3.920 0.14
H -0.934 -1.745 -3.901 0.13
H -2.764 0.768 -5.162 0.14
H -4.210 -2.181 -2.481 0.11
H -3.587 -3.146 -1.139 0.11
H -3.578 -1.255 0.338 0.11
H -5.033 -0.931 -0.613 0.11
H -3.199 1.006 -0.550 0.11
H -3.776 0.503 -2.145 0.11
H -1.367 0.223 -2.367 0.11
H -1.249 -0.357 -0.708 0.10
H 4.090 3.789 -0.973 0.11
H 2.508 4.428 -0.527 0.12
H 1.800 3.042 -2.350 0.11
H 3.167 1.950 -2.128 0.11
H 1.548 0.573 -1.106 0.11
H 0.535 1.941 -0.638 0.12
```

Properties
SMILES string: Cc1ccc(Oc2ncccc2NC(=O)CC2(CC(=O)O)CCCC2)c2c1CCC2
Net charge: 0
Orbital gap (eV): 8.67
HOMO level (eV): -8.171

Record 2
C24H28N3NiPS3 as an isolated structure in a non-equilibrium geometry, computed with ωB97M-V/def2-TZVPD.

XYZ file:
```
60
Properties=species:S:1:pos:R:3:lowdin_charge:R:1
Ni 0.454 -0.945 1.041 -0.23
S 0.718 2.680 -1.049 0.15
P 1.271 0.954 -1.830 0.06
S 1.881 -0.642 -0.774 0.34
C 0.045 0.332 -3.041 -0.38
C -1.090 1.042 -3.417 -0.11
C -1.910 0.552 -4.414 -0.11
C -1.609 -0.644 -5.050 -0.11
C -0.490 -1.371 -4.653 -0.10
C 0.330 -0.883 -3.660 -0.11
C 2.650 1.289 -2.994 -0.37
C 2.373 1.938 -4.201 -0.10
C 3.376 2.172 -5.115 -0.11
C 4.681 1.774 -4.842 -0.12
C 4.966 1.154 -3.628 -0.11
C 3.962 0.908 -2.717 -0.12
H -1.318 1.971 -2.914 0.07
H -2.798 1.104 -4.700 0.09
H -2.243 -1.020 -5.845 0.08
H -0.265 -2.323 -5.123 0.09
H 1.200 -1.438 -3.331 0.07
H 1.357 2.248 -4.415 0.10
H 3.150 2.666 -6.054 0.09
H 5.467 1.938 -5.571 0.08
H 5.986 0.865 -3.408 0.09
H 4.166 0.408 -1.781 0.06
C 0.192 -3.550 4.010 -0.10
C 0.938 -2.839 3.000 -0.31
N 1.475 -2.196 2.199 0.09
H 0.832 -4.220 4.589 0.07
H -0.592 -4.112 3.506 0.05
H -0.293 -2.829 4.668 0.08
C 1.114 2.817 3.176 -0.10
C 1.545 1.389 2.810 -0.70
C 1.832 0.605 4.105 -0.10
C 2.854 1.437 2.003 -0.10
C 0.492 0.702 1.978 -0.12
H 1.862 3.298 3.812 0.06
H 0.166 2.801 3.712 0.07
H 0.987 3.406 2.270 0.06
H 2.610 1.112 4.681 0.06
H 2.173 -0.396 3.857 0.05
H 0.935 0.517 4.718 0.07
H 3.681 1.798 2.619 0.06
H 2.737 2.090 1.141 0.04
H 3.072 0.432 1.645 0.04
H -0.325 1.403 1.707 0.00
C -5.936 -2.094 3.793 -0.06
C -5.161 -1.742 2.544 -0.39
C -5.766 -1.059 1.488 -0.08
C -4.924 -0.719 0.433 -0.20
N -3.663 -1.053 0.384 0.04
C -3.166 -1.768 1.415 -0.87
S -1.606 -2.382 1.314 0.62
N -3.898 -2.099 2.510 0.06
H -7.003 -2.171 3.580 0.06
H -5.791 -1.318 4.548 0.07
H -5.569 -3.033 4.205 0.06
H -6.816 -0.803 1.486 0.07
H -5.299 -0.155 -0.419 0.09
```

Properties
Net charge: -2
Orbital gap (spin up / spin down) (eV): 3.81 / 4.17
HOMO level (spin up / spin down) (eV): 0.866 / 0.503

Record 3
An isolated ion of composition C24H28N3O2S and charge +1 in a non-equilibrium geometry, computed with ωB97M-V/def2-TZVPD.

XYZ file:
```
58
Properties=species:S:1:pos:R:3:lowdin_charge:R:1
C -6.376 -0.087 0.008 -0.05
O -5.273 0.707 0.395 -0.10
C -4.109 0.103 0.723 -0.20
C -3.949 -1.277 0.782 0.00
C -2.718 -1.861 1.021 -0.04
C -1.608 -1.066 1.239 -0.24
C -0.237 -1.655 1.390 -0.05
N 0.683 -1.123 0.328 -0.07
C 0.260 -1.505 -1.055 -0.09
C -0.862 -0.641 -1.561 -0.20
C -0.693 0.729 -1.742 -0.02
C -1.756 1.489 -2.197 -0.03
C -2.957 0.843 -2.457 -0.12
N -3.116 -0.461 -2.320 0.10
C -2.100 -1.183 -1.895 -0.10
C 2.068 -1.558 0.634 -0.81
S 2.585 -3.005 0.104 0.81
N 2.768 -0.735 1.418 0.04
C 2.487 0.639 1.793 -0.15
C 2.769 1.622 0.640 -0.12
C 4.159 1.406 0.099 -0.25
C 4.363 0.622 -1.029 -0.05
C 5.644 0.386 -1.497 -0.07
C 6.733 0.930 -0.838 -0.07
C 6.537 1.714 0.287 -0.07
C 5.257 1.949 0.755 -0.04
C -1.768 0.315 1.260 0.03
C -2.988 0.923 0.998 -0.19
O -2.935 2.275 0.995 -0.06
C -4.106 3.071 0.940 -0.05
H -6.727 -0.715 0.831 0.10
H -6.128 -0.707 -0.858 0.10
H -7.158 0.620 -0.261 0.10
H -4.795 -1.918 0.606 0.12
H -2.633 -2.936 1.030 0.12
H -0.260 -2.742 1.299 0.14
H 0.201 -1.397 2.359 0.15
H 0.620 -0.098 0.380 0.13
H 1.135 -1.398 -1.702 0.13
H -0.031 -2.556 -1.051 0.13
H 0.260 1.204 -1.547 0.11
H -1.654 2.551 -2.347 0.11
H -3.825 1.388 -2.801 0.12
H -2.280 -2.246 -1.820 0.13
H 3.720 -1.042 1.574 0.15
H 3.150 0.875 2.626 0.14
H 1.458 0.739 2.153 0.11
H 2.664 2.636 1.027 0.13
H 2.041 1.492 -0.165 0.09
H 3.517 0.203 -1.558 0.10
H 5.789 -0.221 -2.378 0.11
H 7.731 0.748 -1.204 0.11
H 7.382 2.146 0.799 0.11
H 5.106 2.567 1.628 0.12
H -0.944 0.982 1.472 0.13
H -4.599 2.992 -0.030 0.09
H -3.758 4.091 1.093 0.10
H -4.809 2.803 1.729 0.10
```

Properties
SMILES string: COc1ccc(C[N@H+](Cc2cccnc2)C(=S)NCCc2ccccc2)cc1OC
Net charge: +1
Orbital gap (eV): 7.96
HOMO level (eV): -11.014

For each record above, in turn, the calculated energy above the lowest of the compared OMol25 structures with the same formula, charge and spin values are 90.8, 87.3, 37.2 kJ/mol.